(1)
{
  "formula": "C23H32NO18P",
  "method": "wB97M-V/def2-TZVPD",
  "elements": ["P", "C", "C", "C", "N", "C", "C", "H", "H", "H", "H", "H", "H", "H", "H", "O", "C", "O", "C", "C", "O", "H", "H", "H", "H", "O", "C", "O", "C", "C", "O", "H", "H", "H", "H", "O", "C", "O", "C", "C", "O", "H", "H", "H", "H", "O", "C", "O", "C", "C", "O", "H", "H", "H", "H", "O", "C", "O", "C", "C", "O", "H", "H", "H", "H", "O", "C", "O", "C", "C", "O", "H", "H", "H", "H"],
  "positions_angstrom": [[-7.8910, 1.3646, 5.4473], [-6.1051, 1.4754, 4.7781], [-5.7987, 1.4519, 3.1493], [-4.2209, 1.5111, 2.7025], [-3.0108, 1.5688, 3.5903], [-3.3198, 1.6190, 5.0606], [-4.7885, 1.5733, 5.7845], [-8.4434, 1.3144, 4.0947], [-7.4917, 0.1209, 6.1195], [-7.7637, 2.5958, 6.1958], [-9.2327, 1.1067, 5.9607], [-6.6634, 1.3803, 2.3518], [-4.0166, 1.4690, 1.5263], [-2.3813, 1.6501, 5.8002], [-4.8957, 1.5882, 6.9564], [1.3231, 0.7453, -1.9519], [0.3296, 0.6070, -1.2579], [0.1738, 1.1517, -0.0159], [-1.1782, 0.9541, 0.3529], [-1.5921, -0.2192, -0.4747], [-0.7709, -0.1139, -1.6222], [-1.2627, 0.7579, 1.4253], [-1.7464, 1.8583, 0.1105], [-1.3865, -1.1738, 0.0210], [-2.6497, -0.1821, -0.7497], [-3.4727, -4.1057, -4.1357], [-2.5292, -3.3537, -4.3143], [-1.3167, -3.7404, -4.8082], [-0.5855, -2.5584, -5.0750], [-1.2171, -1.5519, -4.1688], [-2.5482, -2.0155, -4.0451], [0.4769, -2.7031, -4.8606], [-0.7034, -2.3010, -6.1328], [-0.7548, -1.5348, -3.1762], [-1.1952, -0.5425, -4.5885], [5.5307, 5.7313, -0.3809], [4.9281, 4.6726, -0.4420], [4.2725, 4.2206, -1.5508], [3.9054, 2.8784, -1.2927], [3.8711, 2.8126, 0.1998], [4.8210, 3.7858, 0.5903], [2.9354, 2.6485, -1.7421], [4.6633, 2.2157, -1.7233], [2.8932, 3.0889, 0.6081], [4.1486, 1.8254, 0.5792], [2.2730, -0.8460, 3.6538], [3.0969, 0.0254, 3.8761], [3.1761, 1.2050, 3.1937], [4.0977, 2.0222, 3.8907], [4.9411, 1.0350, 4.6303], [4.0608, -0.0528, 4.8398], [4.6818, 2.6294, 3.1937], [3.5437, 2.6857, 4.5630], [5.7959, 0.6896, 4.0393], [5.3041, 1.4293, 5.5834], [0.2803, 0.1263, -6.8082], [1.3106, -0.3801, -7.2203], [1.4275, -1.6826, -7.6120], [2.6951, -1.8146, -8.2273], [3.4832, -0.6917, -7.6347], [2.4974, 0.2822, -7.3487], [3.1329, -2.7922, -8.0072], [2.5742, -1.7144, -9.3110], [3.9802, -0.9767, -6.7014], [4.2298, -0.2958, -8.3286], [-2.5476, -3.1662, 1.3620], [-1.3930, -3.3862, 1.6878], [-0.4834, -4.0432, 0.9103], [0.7768, -3.8942, 1.5369], [0.4218, -3.6372, 2.9655], [-0.8426, -3.0081, 2.8785], [1.3802, -4.7978, 1.4138], [1.3021, -3.0501, 1.0780], [0.3180, -4.5616, 3.5434], [1.1456, -2.9862, 3.4635]],
  "lumo_ev": -0.19,
  "charge": 0,
  "smiles": "[PH4]c1ccncc1.O=C1OCCO1.O=C1OCCO1.O=C1OCCO1.O=C1OCCO1.O=C1OCCO1.O=C1OCCO1",
  "homo_lumo_gap_ev": 8.74
}

=====

(2)
{
  "formula": "C23H32O2PS2TeV",
  "method": "wB97M-V/def2-TZVPD",
  "elements": ["V", "Te", "C", "C", "C", "C", "S", "H", "H", "H", "C", "C", "O", "C", "C", "H", "H", "H", "H", "H", "H", "H", "H", "H", "H", "O", "S", "C", "C", "C", "C", "C", "C", "C", "C", "C", "C", "C", "C", "H", "H", "H", "H", "H", "H", "H", "H", "H", "H", "C", "P", "C", "C", "H", "H", "H", "H", "H", "H", "H", "H", "H"],
  "positions_angstrom": [[-0.0638, -0.8949, -1.2921], [-1.9935, -2.4577, -2.0409], [-1.8425, -3.0630, -0.0328], [-2.8119, -3.2603, 0.9089], [-2.2860, -3.5422, 2.2046], [-0.9271, -3.5153, 2.2501], [-0.2848, -3.1823, 0.6930], [-3.8676, -3.2250, 0.6811], [-2.8999, -3.7793, 3.0628], [-0.2817, -3.7292, 3.0871], [-1.8912, 1.2079, -3.7657], [-0.5396, 0.5706, -3.9896], [0.2874, 0.5632, -2.8033], [0.6691, 1.8753, -2.3559], [1.8892, 1.7578, -1.4727], [-2.4898, 1.1033, -4.6714], [-1.8066, 2.2742, -3.5528], [-2.4230, 0.7234, -2.9460], [0.0183, 1.0927, -4.7713], [-0.6292, -0.4759, -4.2771], [-0.1643, 2.3291, -1.8167], [0.8851, 2.4866, -3.2355], [1.7229, 1.0664, -0.6409], [2.1220, 2.7287, -1.0338], [2.7584, 1.4270, -2.0386], [-0.7921, 0.5055, -0.0278], [-1.2290, 0.2299, 1.4290], [-2.2253, 1.6453, 1.8259], [-2.7258, 1.7281, 3.1189], [-3.5192, 2.8106, 3.4560], [-3.8102, 3.7828, 2.5050], [-3.3132, 3.6740, 1.2154], [-2.5115, 2.5951, 0.8619], [0.2161, 0.5904, 2.3856], [0.6472, -0.3714, 3.2835], [1.7953, -0.1241, 4.0286], [2.4867, 1.0636, 3.8563], [2.0391, 2.0223, 2.9489], [0.8929, 1.7939, 2.2118], [-2.4982, 0.9637, 3.8528], [-3.9153, 2.8934, 4.4588], [-4.4344, 4.6247, 2.7726], [-3.5520, 4.4269, 0.4764], [-2.1274, 2.4837, -0.1421], [0.0975, -1.2946, 3.3928], [2.1448, -0.8598, 4.7405], [3.3792, 1.2549, 4.4374], [2.5811, 2.9512, 2.8317], [0.5181, 2.5340, 1.5150], [3.3276, -2.1609, -0.5720], [2.1174, -2.0711, -1.9337], [1.9426, -3.8032, -2.4594], [3.0822, -1.3512, -3.2998], [4.2516, -2.6370, -0.9037], [2.9027, -2.7389, 0.2473], [3.5585, -1.1616, -0.2008], [2.9232, -4.2436, -2.6472], [1.3420, -3.8513, -3.3672], [1.4280, -4.3759, -1.6892], [4.0198, -1.8940, -3.4263], [3.2997, -0.3028, -3.1074], [2.5104, -1.4138, -4.2261]],
  "lumo_ev": [-2.42, -2.42],
  "spin_multiplicity": 2,
  "charge": 1,
  "e_above_lowest_kj_mol": 0.0,
  "homo_lumo_gap_ev": [7.22, 7.04]
}

=====

(3)
{
  "formula": "C23H33AlF3N2O12S",
  "method": "wB97M-V/def2-TZVPD",
  "elements": ["C", "C", "C", "O", "O", "C", "C", "C", "C", "C", "C", "Al", "S", "O", "O", "C", "F", "F", "F", "O", "C", "C", "C", "C", "N", "O", "C", "C", "O", "O", "C", "C", "O", "C", "C", "C", "C", "O", "O", "C", "N", "O", "H", "H", "H", "H", "H", "H", "H", "H", "H", "H", "H", "H", "H", "H", "H", "H", "H", "H", "H", "H", "H", "H", "H", "H", "H", "H", "H", "H", "H", "H", "H", "H", "H"],
  "positions_angstrom": [[-4.2326, -0.2992, -0.7041], [-3.8990, -1.0417, -1.8097], [-4.2006, -2.5275, -1.9353], [-4.6033, -3.1006, -0.9768], [-3.9728, -3.1319, -3.1463], [-3.0026, -4.2014, -3.0389], [-1.8614, -4.0871, -4.1081], [-0.5655, -3.4199, -3.5279], [-0.9845, -2.0450, -2.9207], [0.2227, -1.0704, -2.6464], [0.7178, -1.1975, -1.1559], [1.4111, 0.5106, -0.3544], [2.7716, 1.5344, -1.9344], [3.7223, 0.6156, -2.5670], [3.5155, 2.6958, -1.4485], [1.7100, 2.2003, -3.3611], [2.1758, 3.4075, -3.7345], [1.7358, 1.4300, -4.4405], [0.4525, 2.4277, -2.9158], [0.2631, 1.7570, 0.2920], [0.6710, 1.8642, 1.6852], [-0.5928, 2.5464, 2.3553], [-1.4621, 3.3187, 1.3119], [-2.5322, 4.1996, 2.0296], [-3.8086, 4.4028, 1.3475], [-2.3614, 4.7101, 3.0819], [1.7546, 3.0208, 1.6258], [3.1067, 2.7179, 2.2800], [3.3052, 2.3805, 3.3931], [4.2325, 2.9377, 1.4524], [5.0793, 1.8255, 1.4261], [6.4043, 1.7830, 2.2124], [4.8016, 0.9017, 0.7530], [1.0872, 0.4228, 2.1485], [-0.1924, -0.4941, 2.0654], [0.1185, -2.0105, 2.1476], [-1.2509, -2.7269, 2.4032], [-1.0882, -4.1053, 2.7314], [1.3977, 0.3338, 3.5786], [2.4684, -0.4104, 3.7708], [3.1174, -1.2544, 4.1410], [2.0832, 0.0025, 1.2755], [-4.9595, 0.5328, -0.7188], [-3.7555, -0.5625, 0.2608], [-3.3475, -0.5248, -2.6229], [-3.5542, -5.1558, -3.1486], [-2.5007, -4.2046, -2.0492], [-1.6479, -5.1184, -4.4568], [-2.2298, -3.5239, -4.9914], [0.2408, -3.3457, -4.2821], [-0.2225, -4.0784, -2.6989], [-1.4994, -2.2555, -1.9624], [-1.7365, -1.6041, -3.6080], [1.0303, -1.3355, -3.3540], [-0.1544, -0.0554, -2.8807], [-0.1835, -1.4775, -0.5676], [1.4971, -1.9818, -1.0880], [-0.3181, 3.2228, 3.1896], [-1.2863, 1.8055, 2.8117], [-2.0415, 2.6169, 0.6828], [-0.8390, 3.9811, 0.6748], [-3.6161, 4.6283, 0.3680], [-4.3409, 3.5305, 1.3253], [1.9398, 3.2707, 0.5625], [1.3759, 3.9637, 2.0734], [6.2415, 1.3204, 3.2010], [7.1136, 1.1594, 1.6356], [6.8802, 2.7757, 2.3202], [-0.8039, -0.3185, 1.1607], [-0.8366, -0.2395, 2.9349], [0.5306, -2.4490, 1.2226], [0.7675, -2.3104, 2.9894], [-1.9857, -2.5348, 1.5864], [-1.6776, -2.2136, 3.3020], [-1.7948, -4.3414, 3.3458]],
  "lumo_ev": 0.90,
  "charge": -1,
  "homo_lumo_gap_ev": 7.45
}

=====

(4)
{
  "formula": "C23H33BClN2NaO2Sb",
  "method": "wB97M-V/def2-TZVPD",
  "elements": ["Na", "C", "Sb", "C", "C", "H", "H", "H", "H", "H", "H", "H", "H", "H", "N", "C", "N", "C", "C", "C", "C", "C", "C", "H", "H", "H", "H", "H", "H", "C", "C", "C", "O", "B", "O", "C", "C", "C", "H", "H", "H", "H", "H", "H", "H", "H", "H", "H", "H", "H", "Cl", "C", "C", "C", "C", "C", "C", "C", "H", "H", "H", "H", "H", "H"],
  "positions_angstrom": [[0.9726, 0.6215, 0.0417], [-0.5724, -3.3712, -2.7976], [-0.2783, -2.8182, -0.7027], [1.4022, -4.1849, -0.5517], [-1.6457, -4.3982, -0.0588], [-0.6155, -4.4503, -2.9092], [0.2516, -2.9863, -3.3892], [-1.4938, -2.9401, -3.1742], [1.1578, -5.1391, -1.0098], [1.6432, -4.3374, 0.4944], [2.2657, -3.7559, -1.0466], [-1.2845, -5.3640, -0.4027], [-2.6380, -4.2249, -0.4603], [-1.7146, -4.4049, 1.0239], [-2.0351, -0.6603, 3.6178], [-1.0812, -0.3212, 2.6952], [-1.4466, -0.5739, 1.4721], [-2.7113, -1.0899, 1.5608], [-3.5902, -1.4905, 0.5571], [-4.8197, -1.9909, 0.9448], [-5.1863, -2.0915, 2.2845], [-4.3349, -1.6755, 3.3005], [-3.1013, -1.1668, 2.9182], [-1.9778, -0.5398, 4.6151], [-0.1392, 0.1089, 2.9702], [-3.3112, -1.3842, -0.4797], [-5.5251, -2.3067, 0.1882], [-6.1582, -2.4994, 2.5364], [-4.6289, -1.7422, 4.3384], [-1.8780, 5.5377, 1.2008], [-1.4548, 4.0798, 1.3872], [-2.6353, 3.3052, 1.9981], [-1.1742, 3.5110, 0.1150], [-0.0738, 2.6531, 0.1774], [0.4653, 2.7580, 1.4768], [-0.1219, 3.8582, 2.1678], [0.8457, 5.0458, 2.0339], [-0.2760, 3.5454, 3.6579], [-2.8136, 5.5624, 0.6445], [-1.1298, 6.0807, 0.6321], [-2.0292, 6.0223, 2.1637], [-3.4323, 3.2388, 1.2601], [-3.0135, 3.8093, 2.8858], [-2.3363, 2.2905, 2.2461], [0.9433, 5.3293, 0.9895], [1.8247, 4.7267, 2.3854], [0.5126, 5.8970, 2.6246], [-0.8434, 2.6321, 3.8179], [-0.7753, 4.3740, 4.1611], [0.7144, 3.4182, 4.0952], [3.7058, 1.3470, 3.0819], [4.0293, 0.8722, 1.4375], [4.9298, 1.6175, 0.7290], [5.2299, 1.2942, -0.5912], [4.5621, 0.2167, -1.1713], [3.6643, -0.5266, -0.4554], [3.3349, -0.2612, 0.9146], [2.4432, -1.0191, 1.6256], [5.4138, 2.4576, 1.2101], [5.9653, 1.8595, -1.1443], [4.7635, -0.0486, -2.2065], [3.1806, -1.3821, -0.9188], [2.3078, -0.8659, 2.6848], [2.1019, -1.9691, 1.2356]],
  "lumo_ev": 2.15,
  "charge": -1,
  "e_above_lowest_kj_mol": 56.6,
  "homo_lumo_gap_ev": 4.85
}

=====

| no. | E (eV) |
| --- | --- |
| 1 | -71994.5208 |
| 2 | -92398.8482 |
| 3 | -77520.7376 |
| 4 | -55616.1464 |